# 1
C24H36N2O2 | ωB97M-V with the def2-TZVPD basis set

Energy relative to the best compared isomer or geometry (same formula, charge and spin)   575.84 kcal/mol

Each line ends with the Löwdin charge.
CARTESIAN COORDINATES (ANGSTROEM)
C1 4.95854 -3.52223 1.29083  -0.0577
C2 4.57169 -2.96607 -0.13756  -0.2447
C3 3.77348 -1.65434 -0.26406  -0.2780
C4 3.59393 -1.20909 -1.60477  -0.1903
C5 3.08757 0.34088 -1.64825  -0.0765
C6 1.62749 0.21228 -1.23685  -0.2254
H1 1.09816 -0.73419 -1.58417  0.1591
C7 1.36356 0.40092 0.12232  -0.1632
N1 0.25446 1.25144 0.29060  0.0419
C8 -0.13138 1.92534 -0.69253  -0.4506
O1 -1.04872 2.57534 -1.05159  0.0588
C9 0.99652 1.57553 -1.96616  -0.1972
C10 0.35510 1.65110 -3.09533  -0.1159
C11 -0.80542 0.32914 -3.39015  -0.5948
O2 -0.47279 -0.57876 -3.87937  0.1736
N2 -1.90726 0.59885 -2.77418  0.0754
H2 -2.03715 1.59622 -2.13318  0.2276
C12 -3.03079 -0.27650 -2.73867  -0.2465
C13 -3.31458 -0.85509 -1.58043  -0.1685
C14 -4.32301 -0.85431 -0.67790  -0.1658
C15 -4.35708 -1.32088 0.49226  -0.0840
C16 -3.36292 -2.44328 0.90571  -0.0209
C17 -2.33140 -2.50679 0.07886  -0.2597
C18 -2.17787 -1.95151 -1.04165  0.0454
H3 -1.32430 -1.75127 -1.93275  0.1652
H4 -1.58166 -3.05294 0.47773  0.0801
H5 -3.44622 -2.68990 2.06508  0.1449
H6 -5.37425 -1.25597 1.00157  0.1296
H7 -5.04082 -0.17701 -0.94064  0.0936
H8 -4.01907 0.29024 -2.97986  0.1588
H9 -2.89863 -0.93572 -3.70997  0.1835
H10 -0.10271 2.55983 -3.47456  0.1179
H11 1.03110 1.26004 -3.97207  0.1488
H12 1.71564 2.41176 -1.70529  0.1712
C19 -0.39065 1.36924 1.71210  -0.1764
C20 -2.05679 1.02110 1.42001  0.0754
C21 -2.57079 1.40972 2.88841  -0.2913
C22 -2.37535 2.39704 3.60852  -0.3384
C23 -0.81606 2.87695 3.55644  -0.0828
C24 -0.13119 2.60104 2.11355  -0.1776
H13 0.81549 2.84670 2.42514  0.1145
H14 -0.54980 3.21378 1.52752  0.0657
H15 -0.53674 3.87515 4.00283  0.1089
H16 -0.26748 2.21005 4.41146  0.1424
H17 -2.66443 2.74505 4.40957  0.0188
H18 -2.90535 3.46654 2.96059  0.2025
H19 -3.70421 1.09377 3.01557  0.1559
H20 -2.24451 0.55097 3.80462  0.2016
H21 -2.15781 0.17971 1.06067  -0.0042
H22 -2.29690 1.72524 0.82447  0.0364
H23 -0.01910 0.65443 2.27012  0.1027
H24 1.05965 -0.63328 0.56611  0.1772
H25 2.03043 0.83425 0.66202  0.0901
H26 3.02058 0.39256 -2.67418  0.0956
H27 3.51570 0.80362 -1.04721  -0.0022
H28 2.84040 -2.18686 -2.09213  0.2063
H29 4.61612 -1.19879 -2.18464  0.1410
H30 4.60486 -1.00329 0.28299  0.1675
H31 2.95903 -1.85677 0.28956  0.0698
H32 5.45070 -3.12083 -0.57696  0.0607
H33 4.09886 -3.66907 -0.63262  0.0479
H34 5.50841 -4.46548 1.29872  0.0763
H35 5.59508 -2.64330 1.73275  0.1132
H36 4.23263 -3.73230 1.85099  -0.0331



# 2
C24H36N2OSe4SiTcTe | ωB97M-V with the def2-TZVPD basis set

Energy relative to the best compared isomer or geometry (same formula, charge and spin)   0.00 kcal/mol
Multiplicity   4

Each line ends with the Löwdin charge.
CARTESIAN COORDINATES (ANGSTROEM)
Tc1 0.88732 0.14475 1.79458  0.4773
Se1 1.59556 2.18436 2.64236  0.1209
Se2 2.77007 1.86091 4.73441  -0.1110
Te1 1.22613 0.40260 6.20540  0.4204
Se3 0.08399 -1.04580 4.54522  -0.0759
C1 1.34667 -3.27008 -0.08232  -0.0206
C2 0.09483 -2.75953 0.51495  -0.3569
O1 -0.02077 -1.64378 1.05702  -0.1934
C3 -1.07434 -3.61774 0.37434  -0.1487
C4 -2.18667 -3.27783 1.19044  -0.0077
C5 -3.43244 -3.84899 0.96933  -0.0536
C6 -3.57301 -4.83847 -0.03160  -0.0631
C7 -2.48629 -5.18482 -0.82488  -0.0615
C8 -1.22557 -4.57734 -0.63262  0.0000
H1 2.12902 -2.51135 0.02976  0.0331
H2 1.19846 -3.54543 -1.16024  0.1029
H3 1.64515 -4.20232 0.46367  0.1172
H4 -2.05343 -2.55241 1.98696  0.1034
H5 -4.27973 -3.56012 1.58142  0.1056
H6 -4.51745 -5.33942 -0.16759  0.1026
H7 -2.60402 -5.97962 -1.55728  0.1074
H8 -0.40790 -4.85525 -1.29130  0.1112
C9 0.64511 2.91488 -0.53891  -0.2408
Si1 1.15725 1.05274 -0.64618  0.7037
C10 2.94590 1.25247 -1.41099  -0.6532
C11 3.41836 -0.16073 -1.82887  -0.1128
C12 2.99916 2.27442 -2.55774  -0.0887
C13 3.86876 1.74172 -0.28750  -0.1555
C14 -0.19709 0.49198 -2.00599  -0.6409
C15 -0.52175 1.54191 -3.05401  -0.1114
C16 -1.50124 0.23222 -1.24802  -0.1161
C17 0.34091 -0.75817 -2.68138  -0.1078
H9 0.55549 3.38436 -1.52958  0.0214
H10 1.38924 3.45493 0.07028  -0.0041
H11 -0.31079 3.06004 -0.00653  0.0125
H12 2.97343 -0.52717 -2.76838  0.0606
H13 3.22522 -0.90838 -1.04061  0.0412
H14 4.51918 -0.10183 -1.93250  0.0888
H15 2.30936 2.02378 -3.38362  0.0616
H16 4.04999 2.27274 -2.92651  0.0910
H17 2.73170 3.28324 -2.17297  0.0825
H18 4.08935 0.90811 0.42260  -0.0074
H19 3.42216 2.55253 0.28913  0.0303
H20 4.82329 2.09378 -0.73173  0.0918
H21 -0.98542 2.45674 -2.62633  0.0796
H22 -1.27006 1.10109 -3.74834  0.0938
H23 0.33667 1.86950 -3.65285  0.0639
H24 -1.99825 1.19065 -0.99889  0.0731
H25 -1.35312 -0.31535 -0.31429  0.0285
H26 -2.19940 -0.36961 -1.86955  0.0960
H27 1.14198 -0.49983 -3.41004  0.0789
H28 -0.48759 -1.24098 -3.24010  0.0879
H29 0.70686 -1.48661 -1.94108  0.0519
Se4 3.15856 -0.73235 2.13520  0.5211
C18 3.42931 -2.62182 2.27269  -0.6966
N1 3.66588 -3.78007 2.33612  0.0294
N2 -1.15880 0.63702 2.11954  -0.1135
C19 -1.99424 1.78728 1.91247  -0.3151
C20 -3.20739 1.57955 1.26500  -0.0554
C21 -3.97417 2.69886 0.89801  -0.0742
C22 -3.57455 3.99983 1.25156  -0.0737
C23 -2.41921 4.14010 2.04930  -0.0660
C24 -1.65138 3.03525 2.44599  -0.0673
H30 -1.05284 0.50621 3.15923  -0.0369
H31 -1.69211 -0.21105 1.85603  0.0762
H32 -3.54156 0.56070 1.02130  0.1205
H33 -4.88912 2.52587 0.33625  0.1030
H34 -4.13222 4.85749 0.90061  0.0983
H35 -2.10870 5.12841 2.35836  0.1029
H36 -0.79767 3.12125 3.11179  0.0375



# 3
C24H36N5O3PdSSi3 | ωB97M-V with the def2-TZVPD basis set

Net charge   +1
Energy   -2829.87471 hartree
Multiplicity   5

Each line ends with the Löwdin charge.
CARTESIAN COORDINATES (ANGSTROEM)
Pd1 -0.34767 -0.49158 0.20667  1.0387
C1 -2.21234 -1.95202 -4.27840  -0.1518
Si1 -2.09734 -1.71935 -2.41917  0.3988
C2 -3.55968 -0.69169 -1.85455  -0.1686
C3 -2.32824 -3.37148 -1.57116  -0.1650
C4 -0.37257 -0.97764 -2.14593  -0.4121
Si2 0.10594 0.54709 -3.15059  0.4075
C5 -1.37408 1.56344 -3.74990  -0.1709
C6 0.97461 -0.03193 -4.70852  -0.1681
C7 1.26036 1.70090 -2.21858  -0.1751
Si3 1.00594 -2.24297 -1.96856  0.4512
C8 1.03252 -3.46262 -3.38312  -0.1523
C9 2.69240 -1.48459 -1.72807  -0.1604
C10 0.67858 -3.22242 -0.36671  -0.2968
C11 1.02937 -4.55455 -0.17836  -0.0439
C12 0.81044 -5.15782 1.04953  -0.0301
C13 0.24808 -4.42179 2.07968  -0.0243
C14 -0.08479 -3.10088 1.84688  -0.0901
N1 0.12510 -2.54089 0.65240  -0.0437
H1 -3.14578 -2.47367 -4.50602  0.0477
H2 -1.38987 -2.54796 -4.67494  0.0267
H3 -2.23145 -0.99660 -4.80642  0.0293
H4 -4.44077 -1.10475 -2.35426  0.0498
H5 -3.53362 0.36886 -2.09881  0.0029
H6 -3.71455 -0.78856 -0.78116  0.0205
H7 -3.36664 -3.67522 -1.73139  0.0481
H8 -2.17535 -3.31167 -0.49277  0.0278
H9 -1.69174 -4.16530 -1.96475  0.0293
H10 -1.44120 1.48787 -4.83753  0.0433
H11 -1.22658 2.62368 -3.52725  0.0134
H12 -2.34229 1.25372 -3.36149  -0.0049
H13 0.32271 -0.65857 -5.31995  0.0338
H14 1.89846 -0.57816 -4.51782  0.0222
H15 1.23252 0.85055 -5.30137  0.0481
H16 1.12293 1.70579 -1.13737  -0.0174
H17 1.12195 2.72037 -2.58949  0.0300
H18 2.30070 1.42673 -2.40371  0.0359
H19 1.08237 -2.94074 -4.33979  0.0313
H20 0.16131 -4.11789 -3.39737  0.0342
H21 1.92778 -4.08504 -3.30610  0.0460
H22 3.04337 -0.96621 -2.62134  0.0282
H23 3.40845 -2.27995 -1.50649  0.0473
H24 2.70295 -0.78231 -0.89258  0.0187
H25 1.46768 -5.11404 -0.99439  0.1110
H26 1.07837 -6.19518 1.20232  0.1197
H27 0.06716 -4.85562 3.05251  0.1180
H28 -0.52970 -2.46922 2.60244  0.1028
N2 -2.01172 2.44335 -0.40505  0.2697
C15 -1.24661 3.46408 -0.08712  -0.1801
C16 -0.98350 4.50365 -1.02382  0.0206
C17 -0.14058 5.53546 -0.69379  -0.0293
C18 0.46646 5.58489 0.56157  0.0528
C19 0.22551 4.58171 1.53646  -0.1368
C20 0.81110 4.59688 2.81758  0.0255
C21 0.51100 3.58985 3.69291  -0.0276
C22 -0.37386 2.57525 3.28638  -0.1179
N3 -0.93091 2.53737 2.09012  0.1509
C23 -0.63831 3.51785 1.23631  -0.1543
H29 -2.19815 1.68246 0.26377  0.0816
H30 -2.41029 2.38692 -1.33131  0.1132
H31 -1.45670 4.46537 -1.99650  0.1198
H32 0.05381 6.31759 -1.41439  0.1237
H33 1.13125 6.40293 0.80853  0.1316
H34 1.48727 5.39738 3.09012  0.1305
H35 0.94686 3.55128 4.68042  0.1186
H36 -0.62696 1.76439 3.95849  0.1067
O1 -1.47565 -0.34714 2.93480  -0.0055
N4 -2.38925 0.06981 2.23608  -0.5397
O2 -3.40599 0.58140 2.62668  0.0994
O3 -2.25915 -0.06503 0.91637  -0.2407
S1 2.21598 0.51607 3.59633  0.7038
C24 1.64633 0.47363 2.11745  -0.9328
N5 1.25291 0.46419 0.99007  -0.0704



# 4
C24H37AsNO3PRhS4 | ωB97M-V with the def2-TZVPD basis set

Net charge   -1
Energy relative to the best compared isomer or geometry (same formula, charge and spin)   9.95 kcal/mol
Multiplicity   5

Each line ends with the Löwdin charge.
CARTESIAN COORDINATES (ANGSTROEM)
Rh1 -1.15323 -1.03155 0.59194  0.2646
S1 -0.12853 -1.38397 2.73055  0.6172
C1 -1.30409 -0.99573 3.94766  -0.6923
C2 -0.96126 -1.25963 5.27912  -0.1556
C3 -1.83024 -1.00287 6.31532  -0.1180
C4 -3.08178 -0.44993 6.04815  -0.1138
C5 -3.43179 -0.16221 4.74808  -0.1621
C6 -2.57009 -0.43199 3.67819  -0.7146
S2 -3.13793 -0.07223 2.08727  0.6037
H1 0.00888 -1.68899 5.47442  0.0870
H2 -1.54107 -1.23458 7.33301  0.0907
H3 -3.77578 -0.25078 6.85536  0.0915
H4 -4.39829 0.26589 4.51644  0.0832
N1 -4.56807 -1.31013 -2.39445  0.1533
C7 -3.66771 -1.32146 -1.37644  -0.5574
O1 -2.80657 -0.46322 -1.31638  -0.0565
C8 -3.86365 -2.41970 -0.36186  -0.2609
C9 -2.53964 -2.87136 0.22933  -0.2437
H5 -4.49890 -0.59130 -3.09426  0.1020
H6 -5.29536 -1.99741 -2.46638  0.0899
H7 -4.43051 -3.24447 -0.82694  0.0977
H8 -4.48447 -1.99748 0.43827  0.0807
H9 -1.97728 -3.46876 -0.49800  0.0190
H10 -2.69758 -3.46184 1.13693  0.0271
C10 0.78320 1.97247 -0.78261  -0.3305
As1 -0.62405 1.55285 0.51030  1.1003
C11 -2.04601 2.67462 -0.24676  -0.3020
C12 -0.07573 2.74877 2.05479  -0.2912
C13 0.43919 4.06599 1.62065  -0.3261
C14 -0.41500 5.14201 1.36144  -0.0669
C15 0.07858 6.34895 0.89837  -0.0969
C16 1.43919 6.51858 0.69735  -0.1106
C17 2.30203 5.47101 0.97631  -0.0962
C18 1.80895 4.26381 1.42926  -0.0672
H11 1.01734 3.03684 -0.84156  0.0255
H12 0.42187 1.61602 -1.74784  0.0009
H13 1.68336 1.41196 -0.52992  0.0190
H14 -1.65960 3.64168 -0.57376  0.0154
H15 -2.82594 2.81335 0.50158  0.0133
H16 -2.47843 2.13899 -1.09001  0.0076
H17 0.68706 2.19478 2.60893  0.0727
H18 -0.97035 2.83877 2.68026  0.0770
H19 -1.47642 5.02551 1.53660  0.1075
H20 -0.59998 7.16633 0.69135  0.0965
H21 1.82518 7.46199 0.33238  0.0930
H22 3.36824 5.59933 0.83801  0.0992
H23 2.49043 3.45090 1.64759  0.1172
C19 1.00611 -4.28188 -3.28911  -0.0691
C20 2.11495 -4.33712 -2.23855  -0.4864
C21 1.61060 -4.85336 -0.90041  -0.0868
O2 2.75010 -3.07958 -2.12848  -0.3306
P1 2.40547 -1.87279 -1.07626  -0.1146
S3 3.22299 -2.10617 0.68468  0.1935
S4 0.44311 -1.40142 -1.36411  0.2962
O3 3.28272 -0.73985 -1.81659  -0.3559
C22 3.20307 -0.49660 -3.21676  -0.4926
C23 3.05339 1.00610 -3.42342  -0.0432
C24 4.48169 -1.02627 -3.86569  -0.0483
H24 0.64013 -5.28983 -3.47666  0.0732
H25 1.39199 -3.86414 -4.21798  0.0745
H26 0.18911 -3.65316 -2.94092  0.0300
H27 2.90897 -5.01008 -2.60404  0.1380
H28 0.83996 -4.19024 -0.50929  0.0488
H29 2.43246 -4.88323 -0.18905  0.0565
H30 1.19821 -5.85367 -1.01344  0.0777
H31 2.32847 -1.02252 -3.62137  0.1140
H32 3.76659 1.52162 -2.78788  0.0861
H33 2.05392 1.32991 -3.15180  0.0507
H34 3.24399 1.26439 -4.46042  0.0739
H35 5.33866 -0.51411 -3.43262  0.0820
H36 4.47019 -0.86704 -4.94184  0.0734
H37 4.58499 -2.08874 -3.66602  0.0686